A 3-piece molecular cluster, C2H5N5O overall. Source: the Open Molecules 2025 dataset; level of theory: the ωB97M-V functional and the def2-TZVPD basis.

Positions of all 13 atoms, in Å:
C 0.065 -0.576 -0.310
C -0.337 0.903 -0.260
H 3.450 0.135 -0.779
H 1.430 1.286 0.873
H 1.487 -1.787 0.154
H -2.799 -1.160 0.308
H -2.557 1.308 0.187
N 2.244 -0.095 0.447
N 1.340 -0.900 -0.342
N -0.932 -1.306 -0.074
N -1.997 -0.554 -0.136
N -1.716 0.765 0.239
O 0.321 1.981 -0.306

Properties
Multiplicity   1
HOMO energy   -7.9 eV
Relative energy (zero: lowest compared OMol25 entry of this formula, charge and spin)   899.70 kJ/mol
Strongest force on any atom   0.1157 hartree/bohr

These are the Mulliken partial charges, in e, on atoms 1 to 6: number 1, C, carries 0.44; number 2, C, carries 0.23; number 3, H, carries 0.14; number 4, H, carries 0.37; number 5, H, carries 0.36; number 6, H, carries 0.28

One molecule with the formula C2H5N5O. Source: the Open Molecules 2025 dataset; level of theory: the ωB97M-V functional and the def2-TZVPD basis.

Positions of all 13 atoms, in Å:
C 0.866 -0.157 1.175
C -0.054 0.472 0.150
H -0.937 -1.158 -1.082
H -1.289 0.269 -2.227
H 2.293 -0.487 -1.215
H 0.627 -0.261 2.277
H -2.192 1.425 1.985
N -0.456 -0.564 -1.925
N 0.449 0.226 -1.134
N 1.447 -0.789 -0.757
N 1.828 -0.828 0.600
N -1.193 0.861 0.376
O -1.388 0.989 1.777

Properties
Multiplicity   1
HOMO energy   -9.0 eV
Relative energy (zero: lowest compared OMol25 entry of this formula, charge and spin)   534.42 kJ/mol
SMILES string   Nn1[nH]nc/c1=N\O
Strongest force on any atom   0.0999 hartree/bohr

These are the Mulliken partial charges, in e, on atoms 1 to 6: number 1, C, carries -0.05; number 2, C, carries 0.40; number 3, H, carries 0.32; number 4, H, carries 0.33; number 5, H, carries 0.27; number 6, H, carries 0.38

C2H5N5O as an isolated structure. Source: the Open Molecules 2025 dataset; level of theory: the ωB97M-V functional and the def2-TZVPD basis.

Positions of all 13 atoms, in Å:
C 0.224 -0.635 0.413
C -1.308 -0.493 -0.745
H 1.964 -0.589 1.342
H 1.192 -1.987 1.363
H -2.973 0.113 -1.637
H 1.666 2.043 -0.775
H 0.835 1.900 0.818
N 1.113 -0.997 1.375
N -0.856 -1.248 0.078
N -0.831 0.684 -0.921
N 0.281 0.488 -0.272
N 1.351 1.393 0.063
O -2.657 -0.672 -1.102

Properties
Multiplicity   1
HOMO energy   -8.5 eV
Relative energy (zero: lowest compared OMol25 entry of this formula, charge and spin)   197.51 kJ/mol
Strongest force on any atom   0.2442 hartree/bohr

These are the Mulliken partial charges, in e, on atoms 1 to 6: number 1, C, carries 0.55; number 2, C, carries 0.49; number 3, H, carries 0.25; number 4, H, carries 0.27; number 5, H, carries 0.34; number 6, H, carries 0.30

One molecule with the formula C2H5NO. Source: the Open Molecules 2025 dataset; level of theory: the ωB97M-V functional and the def2-TZVPD basis.

Positions of all 9 atoms, in Å:
O -1.465 -0.124 -1.306
C -0.519 0.517 -0.953
C 0.047 0.411 0.451
N 0.393 -0.971 0.750
H 0.071 1.149 -1.639
H 0.951 1.035 0.535
H -0.654 0.813 1.177
H 1.374 -1.182 0.686
H -0.198 -1.648 0.300

Properties
Multiplicity   1
HOMO energy   -9.2 eV
Relative energy (zero: lowest compared OMol25 entry of this formula, charge and spin)   131.86 kJ/mol
SMILES string   NCC=O
Strongest force on any atom   0.0153 hartree/bohr

These are the Mulliken partial charges, in e, on atoms 1 to 6: number 1, O, carries -0.45; number 2, C, carries 0.03; number 3, C, carries -0.27; number 4, N, carries -0.53; number 5, H, carries 0.30; number 6, H, carries 0.29

One molecule with the formula C2H5NO. Source: the Open Molecules 2025 dataset; level of theory: the ωB97M-V functional and the def2-TZVPD basis.

Positions of all 9 atoms, in Å:
C -1.066 0.003 0.028
C 0.184 -0.358 0.708
H -1.436 1.177 0.461
H -0.713 0.222 -1.222
H -2.023 -0.866 0.046
H 0.132 -0.996 1.571
H 2.238 0.494 -1.117
N 1.360 -0.222 0.330
O 1.324 0.547 -0.805

Properties
Multiplicity   1
HOMO energy   -9.8 eV
Relative energy (zero: lowest compared OMol25 entry of this formula, charge and spin)   407.02 kJ/mol
SMILES string   C/C=N\O
Strongest force on any atom   0.0923 hartree/bohr

These are the Mulliken partial charges, in e, on atoms 1 to 6: number 1, C, carries -0.69; number 2, C, carries 0.07; number 3, H, carries 0.21; number 4, H, carries 0.24; number 5, H, carries 0.26; number 6, H, carries 0.37

One molecule with the formula C2H5NO. Source: the Open Molecules 2025 dataset; level of theory: the ωB97M-V functional and the def2-TZVPD basis.

Positions of all 9 atoms, in Å:
C 1.530 -0.027 -0.048
C -1.116 -0.041 -0.110
N 0.033 0.368 0.591
O 2.774 -0.106 0.133
H -0.113 0.627 1.472
H 1.094 -0.325 -1.034
H -1.754 -0.792 0.481
H -1.694 0.864 -0.417
H -0.755 -0.568 -1.066

Properties
Multiplicity   1
HOMO energy   -9.6 eV
Relative energy (zero: lowest compared OMol25 entry of this formula, charge and spin)   282.21 kJ/mol
SMILES string   CNC=O
Strongest force on any atom   0.1432 hartree/bohr

These are the Mulliken partial charges, in e, on atoms 1 to 6: number 1, C, carries 0.28; number 2, C, carries -0.64; number 3, N, carries -0.20; number 4, O, carries -0.46; number 5, H, carries 0.19; number 6, H, carries 0.13

One molecule with the formula C2H5NO. Source: the Open Molecules 2025 dataset; level of theory: the ωB97M-V functional and the def2-TZVPD basis.

Positions of all 9 atoms, in Å:
C -0.940 0.135 0.430
N 0.296 0.694 -0.128
C 1.203 -0.342 -0.277
O 1.539 -1.076 0.621
H -0.977 0.231 1.514
H -1.808 0.605 -0.032
H -0.951 -0.936 0.187
H 0.157 1.214 -0.988
H 1.481 -0.525 -1.328

Properties
Multiplicity   1
HOMO energy   -9.9 eV
Relative energy (zero: lowest compared OMol25 entry of this formula, charge and spin)   103.97 kJ/mol
SMILES string   CNC=O
Strongest force on any atom   0.0130 hartree/bohr

These are the Mulliken partial charges, in e, on atoms 1 to 6: number 1, C, carries -0.72; number 2, N, carries -0.27; number 3, C, carries 0.10; number 4, O, carries -0.48; number 5, H, carries 0.22; number 6, H, carries 0.32

A 2-piece molecular cluster, C2H5NO overall. Source: the Open Molecules 2025 dataset; level of theory: the ωB97M-V functional and the def2-TZVPD basis.

Positions of all 9 atoms, in Å:
C -1.490 -0.217 -0.046
C 0.804 -0.937 -0.012
N -1.396 1.018 0.445
O -2.380 -0.892 -0.406
H 1.397 -0.590 -0.958
H 1.219 -0.594 0.867
H 0.233 -1.826 -0.008
H -0.476 1.481 0.565
H -2.216 1.596 0.536

Properties
Multiplicity   1
HOMO energy   -8.1 eV
Relative energy (zero: lowest compared OMol25 entry of this formula, charge and spin)   323.87 kJ/mol
Strongest force on any atom   0.0898 hartree/bohr

These are the Mulliken partial charges, in e, on atoms 1 to 6: number 1, C, carries 0.32; number 2, C, carries -0.98; number 3, N, carries -0.33; number 4, O, carries -0.40; number 5, H, carries 0.23; number 6, H, carries 0.33

One molecule with the formula C2H5NO. Source: the Open Molecules 2025 dataset; level of theory: the ωB97M-V functional and the def2-TZVPD basis.

Positions of all 9 atoms, in Å:
C 0.090 -1.096 0.338
C 0.511 0.313 -0.380
N -0.350 1.396 -0.082
O 1.166 0.453 -1.376
H 0.996 -1.704 0.611
H -0.495 -1.576 -0.412
H -0.522 -1.191 1.272
H -0.410 2.293 -0.612
H -0.986 1.112 0.640

Properties
Multiplicity   1
HOMO energy   -9.9 eV
Relative energy (zero: lowest compared OMol25 entry of this formula, charge and spin)   88.74 kJ/mol
SMILES string   CC(N)=O
Strongest force on any atom   0.0704 hartree/bohr

These are the Mulliken partial charges, in e, on atoms 1 to 6: number 1, C, carries -0.89; number 2, C, carries 0.58; number 3, N, carries -0.42; number 4, O, carries -0.55; number 5, H, carries 0.26; number 6, H, carries 0.28

One molecule with the formula C2H5NO. Source: the Open Molecules 2025 dataset; level of theory: the ωB97M-V functional and the def2-TZVPD basis.

Positions of all 9 atoms, in Å:
O -0.671 -1.613 0.543
C -0.838 -0.448 0.583
C 0.108 0.574 0.144
N 1.055 -0.202 -0.674
H -1.686 0.051 1.255
H -0.479 1.337 -0.354
H 0.522 0.969 1.085
H 1.517 0.302 -1.465
H 0.473 -0.969 -1.117

Properties
Multiplicity   1
HOMO energy   -9.6 eV
Relative energy (zero: lowest compared OMol25 entry of this formula, charge and spin)   166.86 kJ/mol
SMILES string   NCC=O
Strongest force on any atom   0.0927 hartree/bohr

These are the Mulliken partial charges, in e, on atoms 1 to 6: number 1, O, carries -0.43; number 2, C, carries 0.03; number 3, C, carries -0.26; number 4, N, carries -0.57; number 5, H, carries 0.25; number 6, H, carries 0.26

One molecule with the formula C2H5NO. Source: the Open Molecules 2025 dataset; level of theory: the ωB97M-V functional and the def2-TZVPD basis.

Positions of all 9 atoms, in Å:
C 0.268 0.956 0.646
C 0.112 -0.142 -0.163
O 1.260 -0.494 -0.771
N -0.989 -0.865 -0.442
H -0.529 1.645 0.853
H 1.633 0.407 -0.528
H 1.039 0.830 1.405
H -1.004 -1.578 -1.154
H -1.791 -0.759 0.155

Properties
Multiplicity   1
HOMO energy   -7.8 eV
Relative energy (zero: lowest compared OMol25 entry of this formula, charge and spin)   198.86 kJ/mol
SMILES string   C=C(N)O
Strongest force on any atom   0.0332 hartree/bohr

These are the Mulliken partial charges, in e, on atoms 1 to 6: number 1, C, carries -1.19; number 2, C, carries 0.72; number 3, O, carries -0.53; number 4, N, carries -0.40; number 5, H, carries 0.26; number 6, H, carries 0.40

A 4-piece molecular cluster, C2H5NO overall. Source: the Open Molecules 2025 dataset; level of theory: the ωB97M-V functional and the def2-TZVPD basis.

Positions of all 9 atoms, in Å:
C -1.064 0.070 0.035
C 0.362 0.461 0.064
H -1.130 -0.947 -1.261
H -1.883 1.634 -0.034
H -1.322 -0.711 1.566
H 0.893 -1.431 -0.492
H 2.168 -0.192 -0.103
N 1.227 -0.517 0.194
O 0.748 1.633 0.031

Properties
Multiplicity   1
HOMO energy   -9.9 eV
Relative energy (zero: lowest compared OMol25 entry of this formula, charge and spin)   827.51 kJ/mol
Strongest force on any atom   0.1333 hartree/bohr

These are the Mulliken partial charges, in e, on atoms 1 to 6: number 1, C, carries -0.80; number 2, C, carries 0.58; number 3, H, carries 0.21; number 4, H, carries 0.26; number 5, H, carries 0.23; number 6, H, carries 0.30

Computed values of energy (unit: Eh) for the preceding records, in sequence: -427.88045; -428.01958; -428.14790; -209.17210; -209.06730; -209.11484; -209.18273; -209.09897; -209.18853; -209.15877; -209.14659; -208.90715.